1.
{"formula": "C3H5N3", "method": "ωB97M-V/def2-TZVPD", "homo_energy_ha": -0.364, "charge": 0, "elements": ["C", "C", "C", "N", "N", "N", "H", "H", "H", "H", "H"], "positions_angstrom": [[1.741, -0.359, -0.088], [-0.228, 0.121, -0.045], [-1.663, 1.084, 0.104], [0.975, 0.730, -0.048], [-0.267, -1.202, -0.065], [1.055, -1.514, -0.099], [2.730, -0.376, -0.070], [-1.712, 1.735, -0.821], [-2.561, 0.586, 0.335], [-1.539, 1.636, 0.989], [1.471, -2.442, -0.192]]}

***

2.
{"formula": "C3H2NO3", "method": "ωB97M-V/def2-TZVPD", "homo_energy_ha": -0.620, "charge": 1, "elements": ["C", "C", "C", "N", "O", "O", "O", "H", "H"], "positions_angstrom": [[2.374, 0.018, 0.074], [-2.166, 1.057, 0.158], [-0.461, -0.728, -0.158], [-1.298, 0.235, -0.154], [3.372, 0.219, 0.589], [-2.924, 1.835, 0.511], [1.431, -0.165, -0.599], [0.207, -1.091, 0.661], [-0.533, -1.380, -1.080]]}

***

So what do the calculations give for relative energy (zero: lowest compared OMol25 entry of this formula, charge and spin)? Going down the list: 1.306 0.360 eV.
So what do the calculations give for HOMO-LUMO gap? Going down the list: 10.8105 10.2942 eV.
So what do the calculations give for molecular weight? Going down the list: 83.1 100.1 g mol⁻¹.